[1]
Molecular formula: C5H20N10O5Ti
Method: DFT, ωB97M-V with the def2-TZVPD basis set

XYZ file:
```
41
Properties=species:S:1:pos:R:3:mulliken_charge:R:1
Ti 0.11252 -0.23756 -0.33454 0.901
H 3.75621 2.12066 -0.08238 0.194
C -1.96491 2.26586 0.59958 0.352
H 2.18739 -1.76363 4.10739 0.161
C -1.58299 -0.62784 -2.88620 0.781
C 1.56045 -0.24917 2.98347 0.565
N -0.93286 -3.77024 -0.64888 -0.436
N -3.22412 2.46566 0.36719 -0.231
H -2.71675 -0.82840 -4.43222 0.133
H 2.49459 2.63630 -2.96418 0.275
C -0.31716 -3.55014 0.43612 0.688
H -2.42007 0.92067 -3.71087 0.186
H -0.30913 -4.21252 -1.30877 0.271
H -0.52992 3.28296 1.75824 0.232
H -2.20193 -2.39566 -3.68059 0.219
H -2.23372 3.81681 1.62473 0.192
N 1.73598 -1.48928 3.24654 -0.300
O -1.45204 1.34116 0.05516 -0.479
O 1.18525 0.16986 1.84500 -0.379
O -0.90329 -1.09456 -2.04847 -0.481
C 2.25526 1.94913 -1.23708 0.707
H 2.12773 1.49044 3.61595 0.220
H 1.35446 -2.17953 2.61559 0.177
H -1.45687 -2.97553 -0.98644 0.198
H -1.21072 1.28727 -2.49481 0.159
H -3.65398 1.83126 -0.29073 0.263
N 0.24097 -4.64069 1.01357 -0.415
O -0.25151 -2.41515 0.95220 -0.719
N -1.47950 3.17328 1.43210 -0.182
N -2.25311 -1.38821 -3.73097 -0.431
N 2.79537 1.80967 -0.09508 -0.255
H 0.35292 -4.58227 2.01565 0.246
H 3.50436 3.34369 -1.71903 0.211
O 1.20354 1.45376 -1.71433 -0.597
H 2.37049 1.44888 0.74719 0.113
N 2.12098 0.52366 3.90815 -0.442
H -3.82430 3.15636 0.79477 0.226
H 0.00947 -5.47466 0.49299 0.215
H 2.37369 0.18890 4.82694 0.199
N -1.75063 0.61403 -3.01954 -0.310
N 2.92798 2.58467 -2.05335 -0.427
```

The energy above the lowest of the compared OMol25 structures with the same formula, charge and spin is 7.7 kcal per mole. The expectation value of S² is 6.0162. The value obtained for the HOMO-LUMO gap (alpha / beta) is 4.327 / 5.085 eV. The charge is +2. The LUMO energy (alpha / beta) comes out at -5.060 / -10.405 eV. The spin multiplicity is 5.

***

[2]
Molecular formula: C5H20N2O4
Method: DFT, ωB97M-V with the def2-TZVPD basis set

XYZ file:
```
31
Properties=species:S:1:pos:R:3:mulliken_charge:R:1
H 0.50823 0.10094 -2.30848 0.487
H -2.95799 -0.22731 0.56631 0.271
C 0.45402 1.10781 -1.90419 -1.417
O -1.13372 -2.03155 2.51090 -0.651
H -0.98679 3.18158 -1.99853 0.390
H 0.48919 -2.44084 0.35644 0.279
O 1.37073 0.42268 1.11236 -0.423
O 0.30329 -3.27788 -0.07056 -0.608
H 1.91668 -0.70556 3.55395 0.296
H 1.10960 -3.43572 -0.55867 0.309
N -1.64699 -0.03214 -1.22444 -0.330
N 1.68510 1.40618 -1.12300 -0.306
H -2.33393 -1.61560 -0.23511 0.417
H -2.22608 2.90466 -0.77270 0.321
H -0.61737 1.44058 -0.08702 0.117
H -2.41896 0.05057 -1.86910 0.241
H 1.54515 1.22423 1.57536 0.244
H -1.00181 -2.42154 1.64198 0.269
C -2.04373 -0.60739 0.07657 -0.905
C 2.05601 0.41708 -0.18034 -0.370
C -0.88765 1.21567 -1.11502 1.035
H -0.30721 -2.07095 2.98622 0.308
H 2.81163 -1.76053 2.74178 0.287
H -1.28881 -0.47017 0.82867 0.228
O 2.78438 -0.96824 3.25252 -0.586
H 0.56483 1.83918 -2.70654 0.429
H -2.42120 2.12252 -2.34332 0.364
H 3.10517 0.44266 0.10133 0.337
H 1.74251 -0.56642 -0.52301 0.116
H 1.52465 2.29951 -0.67253 0.261
C -1.69897 2.45600 -1.61183 -1.409
```

The energy above the lowest of the compared OMol25 structures with the same formula, charge and spin is 46.1 kcal per mole. The value obtained for the HOMO-LUMO gap is 8.768 eV. The LUMO energy comes out at 0.366 eV. The SMILES is CN[C@H](C)CNCO.O.O.O.

***

[3]
Molecular formula: C5H20NO3S
Method: DFT, ωB97M-V with the def2-TZVPD basis set

XYZ file:
```
30
Properties=species:S:1:pos:R:3:mulliken_charge:R:1
H -1.63921 -0.45007 0.43465 0.378
H 1.59978 -1.40065 -1.93433 0.194
H -1.03136 0.35998 3.14831 0.295
C 0.26333 -0.37795 -0.45785 0.365
H 1.52891 0.23542 -2.41400 0.335
H -1.23461 3.85652 -1.89183 0.351
H 0.55482 -1.30970 0.16223 0.428
H 2.55031 -3.13236 1.42090 0.389
H 2.08724 -2.35130 -0.20399 0.298
H 2.97244 0.54945 0.38431 0.449
S 1.96418 -1.05344 1.92723 0.349
H 0.08446 1.44870 0.74512 0.516
C 2.53202 -2.20044 0.75649 -0.784
H -2.49468 0.38298 3.33571 0.326
H -4.51617 0.02069 0.07573 0.297
O -3.85272 -0.15974 -0.52147 -0.576
H -1.65856 0.60177 -0.96487 0.446
H 3.57716 -1.99908 0.58148 0.402
H 1.25205 1.38546 -0.65247 0.337
H 0.11043 -0.61858 -2.70433 0.434
O -1.86263 0.05369 2.67719 -0.606
N -1.33854 -0.36550 -0.60227 -0.440
H -1.85611 -1.08318 -1.12627 0.414
C 0.85544 0.84234 0.24372 -0.912
C 0.81061 -0.50023 -1.83838 -1.440
H -0.36158 2.84009 -1.31174 0.249
C 2.15148 0.48544 1.07865 -0.637
H -4.08505 -0.89911 -1.04262 0.308
H 2.21655 1.39168 1.73353 0.428
O -1.17997 3.44712 -1.03880 -0.592
```

The expectation value of S² is 0.7531. The value obtained for the HOMO-LUMO gap (alpha / beta) is 11.139 / 5.801 eV. The charge is +2. The LUMO energy (alpha / beta) comes out at -6.368 / -11.705 eV. The spin multiplicity is 2.

***

[4]
Molecular formula: C5H20NO4
Method: DFT, ωB97M-V with the def2-TZVPD basis set

XYZ file:
```
30
Properties=species:S:1:pos:R:3:mulliken_charge:R:1
C 2.59904 -0.70245 -0.32842 -0.628
H -0.86416 -1.74511 3.55283 0.324
O -2.06713 2.13042 1.89324 -0.581
O -0.91416 -1.74803 2.54599 -0.619
H 3.60503 -0.40932 -0.75552 0.324
C -0.11827 2.12242 -1.37999 -1.311
H -1.44037 0.37102 -0.20791 0.275
H -2.25726 2.93554 1.53129 0.283
H -0.21969 2.38993 -2.42833 0.390
C 1.84043 0.59564 -0.97407 -1.228
H 2.83717 -2.86150 -0.84030 0.397
H 0.18523 -0.04331 -2.21893 0.387
O -3.28807 -0.53332 0.72223 -0.677
H -2.57261 2.11066 2.75700 0.311
H -4.33310 -0.78261 0.67232 0.330
C 0.32209 0.64567 -1.25301 0.557
H 0.80263 -2.96237 0.01159 0.310
H -3.10836 0.12414 1.35737 0.320
N -0.50989 0.11820 0.04881 -0.165
H -1.04120 2.62390 -0.96848 0.275
H 2.30496 0.50384 -1.99044 0.399
H -0.23857 -0.95534 0.17252 0.219
H 2.39041 -0.69738 0.70061 0.430
H 2.12033 -1.87840 -2.26274 0.294
H -1.87485 -1.81584 2.44191 0.321
O 0.91214 -2.55325 -0.79593 -0.549
H 2.18454 1.56516 -0.56713 0.407
H -0.13699 0.55954 0.93215 0.373
C 2.15999 -2.04670 -1.12817 -0.469
H 0.72070 2.93885 -1.24049 0.300
```

The energy above the lowest of the compared OMol25 structures with the same formula, charge and spin is 61.9 kcal per mole. The value obtained for the HOMO-LUMO gap is 10.850 eV. The charge is +1. The LUMO energy comes out at -2.776 eV.

***

[5]
Molecular formula: C5H20NO5S
Method: DFT, ωB97M-V with the def2-TZVPD basis set

XYZ file:
```
32
Properties=species:S:1:pos:R:3:mulliken_charge:R:1
S 2.43241 -1.03894 -0.60052 -0.083
H -0.17337 1.56573 -3.10988 0.298
C -2.62866 -0.20722 -0.16284 -1.137
O -0.44083 1.53535 -2.18378 -0.557
H 1.85441 3.52460 -0.03749 0.329
O -0.76317 -1.53505 -2.86089 -0.617
H -1.86050 -0.60202 1.70500 0.283
H -0.39111 -1.50197 -0.63768 -0.194
H -2.56088 -2.10369 1.07803 0.391
H 0.07194 -1.73422 2.18387 0.467
H -1.29651 -0.79697 -2.54228 0.298
H -2.01906 0.65930 -0.39605 0.197
H 2.49188 -1.82052 1.62617 0.458
C -1.99868 -1.21117 0.81180 -0.326
H 0.43461 1.45525 -1.76316 0.499
O -0.07110 0.49384 2.72886 -0.600
C 1.72678 -1.93203 0.85407 -1.124
H -2.82822 -0.74063 -1.10329 0.290
C 0.57827 0.24324 1.45472 -0.424
H -0.27351 1.43710 2.72885 0.379
H -0.25379 -1.79166 -2.08811 0.416
C 0.39690 -1.28048 1.24713 0.125
O 2.10104 1.75866 -1.36149 -0.662
H 1.55315 -3.00101 0.72095 0.408
H 0.20769 0.91827 0.67990 0.002
O 1.03959 3.69251 0.45328 -0.646
H 0.87075 2.81231 0.79642 0.310
H 2.90361 1.21989 -1.38416 0.356
H -3.63384 0.03557 0.18744 0.384
H 1.56335 1.07205 -0.91063 0.053
N -0.67419 -1.62413 0.31003 -0.074
H 1.64103 0.49802 1.57573 0.501
```

The energy above the lowest of the compared OMol25 structures with the same formula, charge and spin is 31.1 kcal per mole. The expectation value of S² is 0.7529. The value obtained for the HOMO-LUMO gap (alpha / beta) is 9.271 / 5.851 eV. The LUMO energy (alpha / beta) comes out at 0.280 / -3.116 eV. The spin multiplicity is 2.

***

[6]
Molecular formula: C5H20NO6
Method: DFT, ωB97M-V with the def2-TZVPD basis set

XYZ file:
```
32
Properties=species:S:1:pos:R:3:mulliken_charge:R:1
H 1.09787 1.32019 1.48207 0.286
O 2.18565 -2.49548 -1.58817 -0.730
H -0.52273 3.88772 0.81258 0.320
H -1.95672 -2.62979 -1.67301 0.221
C -2.04461 -1.73883 -0.84806 -0.686
H -0.71690 -0.47505 -1.61285 0.441
H -0.04744 3.51910 -2.15800 0.328
H 2.51695 1.03758 -0.59896 0.220
O -1.75394 -0.56006 -1.55975 -0.552
O 1.75710 1.49173 -0.95068 -0.886
C 0.73920 -0.79096 2.78331 -1.129
H 0.68221 -1.79215 3.13575 0.285
H 0.96561 3.02703 -1.30184 0.380
O -0.63942 3.59312 1.73783 -0.759
H 1.49573 -1.75871 -1.85386 0.406
H -1.21676 -3.07365 0.61921 0.362
C -1.21905 -1.96977 0.40496 -0.071
H 2.82115 -2.16240 -0.93141 0.245
H 1.37345 0.83530 -1.76082 0.422
H 0.43030 -0.35926 -3.02112 0.187
C -0.11409 -0.28924 1.92098 0.550
H -3.12026 -1.66719 -0.58929 0.337
O 0.64088 3.87819 -1.50209 -0.688
C -1.40801 -0.88380 1.44820 -1.042
H 1.71196 -0.44077 3.10510 0.297
H -0.49758 2.63042 1.74118 0.476
O 0.79108 -0.44506 -2.18541 -1.010
N 0.16285 0.91790 1.22253 -0.466
H -2.23896 -0.11793 1.03621 0.251
H -0.14588 -2.03637 0.17734 0.111
H 0.13997 0.92184 0.33375 0.272
H -1.86960 -1.37364 2.17432 0.620
```

The energy above the lowest of the compared OMol25 structures with the same formula, charge and spin is 55.3 kcal per mole. The value obtained for the HOMO-LUMO gap is 8.920 eV. The charge is -1. The LUMO energy comes out at 3.329 eV.

***

Please write out number 4 again, unchanged.
Molecular formula: C5H20NO4
Method: DFT, ωB97M-V with the def2-TZVPD basis set

XYZ file:
```
30
Properties=species:S:1:pos:R:3:mulliken_charge:R:1
C 2.59904 -0.70245 -0.32842 -0.628
H -0.86416 -1.74511 3.55283 0.324
O -2.06713 2.13042 1.89324 -0.581
O -0.91416 -1.74803 2.54599 -0.619
H 3.60503 -0.40932 -0.75552 0.324
C -0.11827 2.12242 -1.37999 -1.311
H -1.44037 0.37102 -0.20791 0.275
H -2.25726 2.93554 1.53129 0.283
H -0.21969 2.38993 -2.42833 0.390
C 1.84043 0.59564 -0.97407 -1.228
H 2.83717 -2.86150 -0.84030 0.397
H 0.18523 -0.04331 -2.21893 0.387
O -3.28807 -0.53332 0.72223 -0.677
H -2.57261 2.11066 2.75700 0.311
H -4.33310 -0.78261 0.67232 0.330
C 0.32209 0.64567 -1.25301 0.557
H 0.80263 -2.96237 0.01159 0.310
H -3.10836 0.12414 1.35737 0.320
N -0.50989 0.11820 0.04881 -0.165
H -1.04120 2.62390 -0.96848 0.275
H 2.30496 0.50384 -1.99044 0.399
H -0.23857 -0.95534 0.17252 0.219
H 2.39041 -0.69738 0.70061 0.430
H 2.12033 -1.87840 -2.26274 0.294
H -1.87485 -1.81584 2.44191 0.321
O 0.91214 -2.55325 -0.79593 -0.549
H 2.18454 1.56516 -0.56713 0.407
H -0.13699 0.55954 0.93215 0.373
C 2.15999 -2.04670 -1.12817 -0.469
H 0.72070 2.93885 -1.24049 0.300
```

The energy above the lowest of the compared OMol25 structures with the same formula, charge and spin is 61.9 kcal per mole. The value obtained for the HOMO-LUMO gap is 10.850 eV. The charge is +1. The LUMO energy comes out at -2.776 eV.

***

Copy entry 1 word for word.
Molecular formula: C5H20N10O5Ti
Method: DFT, ωB97M-V with the def2-TZVPD basis set

XYZ file:
```
41
Properties=species:S:1:pos:R:3:mulliken_charge:R:1
Ti 0.11252 -0.23756 -0.33454 0.901
H 3.75621 2.12066 -0.08238 0.194
C -1.96491 2.26586 0.59958 0.352
H 2.18739 -1.76363 4.10739 0.161
C -1.58299 -0.62784 -2.88620 0.781
C 1.56045 -0.24917 2.98347 0.565
N -0.93286 -3.77024 -0.64888 -0.436
N -3.22412 2.46566 0.36719 -0.231
H -2.71675 -0.82840 -4.43222 0.133
H 2.49459 2.63630 -2.96418 0.275
C -0.31716 -3.55014 0.43612 0.688
H -2.42007 0.92067 -3.71087 0.186
H -0.30913 -4.21252 -1.30877 0.271
H -0.52992 3.28296 1.75824 0.232
H -2.20193 -2.39566 -3.68059 0.219
H -2.23372 3.81681 1.62473 0.192
N 1.73598 -1.48928 3.24654 -0.300
O -1.45204 1.34116 0.05516 -0.479
O 1.18525 0.16986 1.84500 -0.379
O -0.90329 -1.09456 -2.04847 -0.481
C 2.25526 1.94913 -1.23708 0.707
H 2.12773 1.49044 3.61595 0.220
H 1.35446 -2.17953 2.61559 0.177
H -1.45687 -2.97553 -0.98644 0.198
H -1.21072 1.28727 -2.49481 0.159
H -3.65398 1.83126 -0.29073 0.263
N 0.24097 -4.64069 1.01357 -0.415
O -0.25151 -2.41515 0.95220 -0.719
N -1.47950 3.17328 1.43210 -0.182
N -2.25311 -1.38821 -3.73097 -0.431
N 2.79537 1.80967 -0.09508 -0.255
H 0.35292 -4.58227 2.01565 0.246
H 3.50436 3.34369 -1.71903 0.211
O 1.20354 1.45376 -1.71433 -0.597
H 2.37049 1.44888 0.74719 0.113
N 2.12098 0.52366 3.90815 -0.442
H -3.82430 3.15636 0.79477 0.226
H 0.00947 -5.47466 0.49299 0.215
H 2.37369 0.18890 4.82694 0.199
N -1.75063 0.61403 -3.01954 -0.310
N 2.92798 2.58467 -2.05335 -0.427
```

The energy above the lowest of the compared OMol25 structures with the same formula, charge and spin is 7.7 kcal per mole. The expectation value of S² is 6.0162. The value obtained for the HOMO-LUMO gap (alpha / beta) is 4.327 / 5.085 eV. The charge is +2. The LUMO energy (alpha / beta) comes out at -5.060 / -10.405 eV. The spin multiplicity is 5.